The following is a DFT calculation (wB97M-V/def2-TZVPD) of a molecular structure, C41H31N2P2PtS7.

calculated total energy = -5279.76056 Eh
total charge = +1
ΔE to the lowest compared entry with this formula, charge and spin = 0.0 kcal/mol
HOMO-LUMO gap = 6.659 eV
E_LUMO = -3.445 eV
HOMO = -10.104 eV
2S+1 = 1

CARTESIAN COORDINATES (ANGSTROEM)
Pt  0.58150  1.97159  -0.00859
S  -1.54325  -0.06710  -2.74725
P  -0.47478  -1.02783  -1.40485
C  0.14173  -0.08392  -0.05937
P  0.58703  -0.59158  1.50183
S  1.18439  1.29523  2.13141
C  1.94609  -1.76035  1.74086
C  3.26480  -1.32900  1.60232
C  4.30394  -2.24361  1.65710
C  4.03495  -3.59241  1.84620
C  2.72612  -4.02570  2.00241
C  1.68349  -3.11313  1.95722
C  -0.69974  -1.15043  2.64185
C  -2.03654  -0.99688  2.29307
C  -3.03469  -1.33697  3.19361
C  -2.69835  -1.81351  4.45249
C  -1.36343  -1.95090  4.81255
C  -0.36375  -1.62478  3.91049
C  0.86626  -1.96084  -2.20329
C  2.18567  -1.88033  -1.78288
C  3.17289  -2.62429  -2.41930
C  2.83915  -3.45259  -3.47762
C  1.51646  -3.54142  -3.90067
C  0.53480  -2.79973  -3.26853
C  -1.46923  -2.36933  -0.67160
C  -0.86051  -3.51647  -0.17494
C  -1.61669  -4.49563  0.45611
C  -2.99043  -4.34292  0.56854
C  -3.60926  -3.21962  0.03270
C  -2.85273  -2.23682  -0.58501
H  3.47431  -0.27831  1.44836
H  5.32575  -1.90273  1.55455
H  4.84787  -4.30553  1.88442
H  2.51630  -5.07444  2.16622
H  0.66678  -3.45416  2.09972
H  -2.28784  -0.62705  1.30798
H  -4.07415  -1.24171  2.90624
H  -3.47617  -2.08203  5.15532
H  -1.10104  -2.31850  5.79559
H  0.67488  -1.74164  4.19455
H  2.44500  -1.24754  -0.94607
H  4.19958  -2.55554  -2.08236
H  3.60548  -4.03272  -3.97506
H  1.25330  -4.18909  -4.72665
H  -0.49354  -2.86149  -3.60517
H  0.20505  -3.65952  -0.30839
H  -1.13595  -5.38753  0.83822
H  -3.58279  -5.11019  1.04995
H  -4.68561  -3.11684  0.08824
H  -3.32562  -1.36405  -1.02017
C  -3.43398  2.45491  1.72785
C  -2.06407  2.21044  1.59110
N  -1.44142  2.38779  0.44209
C  -2.13512  2.81233  -0.64326
C  -3.50362  3.08047  -0.59080
C  -4.15149  2.88767  0.64260
C  -4.16997  3.52824  -1.78023
C  -3.49010  3.68745  -2.93483
C  -2.08677  3.40094  -3.01389
C  -1.34053  3.49145  -4.20252
C  -0.01679  3.14274  -4.19775
C  0.57120  2.69616  -3.01035
N  -0.11100  2.61853  -1.88658
C  -1.42112  2.96190  -1.87210
H  -3.90270  2.29423  2.68807
H  -1.45842  1.85880  2.41707
H  -5.21381  3.08138  0.72310
H  -5.23152  3.73235  -1.73139
H  -3.99784  4.01969  -3.83091
H  -1.82426  3.81978  -5.11370
H  0.58260  3.18630  -5.09514
H  1.60417  2.37462  -2.97103
C  1.39372  4.64063  2.05022
S  1.25453  4.32148  0.27816
C  2.93265  4.16370  -0.20276
C  3.46697  3.00104  -0.61856
S  2.68873  1.44011  -0.74240
S  5.13570  3.08312  -1.11653
C  5.38984  4.78886  -0.80771
S  6.79945  5.53862  -1.06900
S  3.95245  5.58546  -0.22612
H  0.38091  4.63548  2.45077
H  1.83254  5.62580  2.19131
H  2.00158  3.87939  2.53290

Per-atom Löwdin charges, elementary charge units: number 1, Pt, carries 0.81; number 2, S, carries 0.35; number 3, P, carries 0.41; number 4, C, carries -0.71; number 5, P, carries 0.57; number 6, S, carries 0.42; number 7, C, carries -0.34; number 8, C, carries -0.11; number 9, C, carries -0.06; number 10, C, carries -0.06; number 11, C, carries -0.06; number 12, C, carries -0.10; number 13, C, carries -0.34; number 14, C, carries -0.11; number 15, C, carries -0.06; number 16, C, carries -0.06; number 17, C, carries -0.06; number 18, C, carries -0.08; number 19, C, carries -0.36; number 20, C, carries -0.10; number 21, C, carries -0.07; number 22, C, carries -0.07; number 23, C, carries -0.07; number 24, C, carries -0.09; number 25, C, carries -0.35; number 26, C, carries -0.09; number 27, C, carries -0.07; number 28, C, carries -0.07; number 29, C, carries -0.08; number 30, C, carries -0.12; number 31, H, carries 0.06; number 32, H, carries 0.11; number 33, H, carries 0.11; number 34, H, carries 0.11; number 35, H, carries 0.09; number 36, H, carries 0.08; number 37, H, carries 0.11; number 38, H, carries 0.11; number 39, H, carries 0.11; number 40, H, carries 0.11; number 41, H, carries 0.03; number 42, H, carries 0.11; number 43, H, carries 0.11; number 44, H, carries 0.11; number 45, H, carries 0.10; number 46, H, carries 0.10; number 47, H, carries 0.11; number 48, H, carries 0.11; number 49, H, carries 0.11; number 50, H, carries 0.07; number 51, C, carries -0.01; number 52, C, carries -0.11; number 53, N, carries -0.04; number 54, C, carries -0.15; number 55, C, carries -0.12; number 56, C, carries 0.03; number 57, C, carries 0.01; number 58, C, carries 0.01; number 59, C, carries -0.15; number 60, C, carries 0.03; number 61, C, carries -0.01; number 62, C, carries -0.11; number 63, N, carries -0.10; number 64, C, carries -0.23; number 65, H, carries 0.12; number 66, H, carries 0.08; number 67, H, carries 0.13; number 68, H, carries 0.13; number 69, H, carries 0.13; number 70, H, carries 0.13; number 71, H, carries 0.12; number 72, H, carries 0.09; number 73, C, carries -0.34; number 74, S, carries 0.81; number 75, C, carries -0.97; number 76, C, carries -1.05; number 77, S, carries 0.62; number 78, S, carries 0.93; number 79, C, carries -1.48; number 80, S, carries 0.63; number 81, S, carries 0.93; number 82, H, carries 0.05; number 83, H, carries 0.05; number 84, H, carries 0.02